[1]
Below is one molecule with the formula C20H25N3O3S, with properties calculated with the ωB97M-V functional and the def2-TZVPD basis.

XYZ file:
```
52
Properties=species:S:1:pos:R:3:lowdin_charge:R:1
C 2.208 2.613 2.020 -0.070
C 2.629 3.682 1.017 -0.251
N 1.704 3.770 -0.088 -0.154
C 1.808 4.986 -0.880 -0.186
C 1.119 4.665 -2.215 -0.151
C 0.619 3.229 -2.038 -0.134
C 1.588 2.650 -1.004 -0.300
C 2.910 2.195 -1.670 -0.168
N 3.653 1.189 -0.953 -0.118
S 3.343 -0.408 -1.246 0.638
O 3.217 -0.569 -2.663 -0.281
O 4.336 -1.147 -0.527 -0.281
C 1.747 -0.744 -0.495 -0.277
C 0.610 -0.729 -1.279 -0.053
C -0.623 -0.955 -0.692 -0.011
C -0.708 -1.184 0.679 -0.121
C -2.016 -1.398 1.381 -0.419
O -2.223 -0.947 2.487 0.088
N -2.896 -2.145 0.658 0.135
C -4.194 -2.548 0.995 -0.218
C -4.855 -3.398 0.111 -0.035
C -6.140 -3.825 0.383 -0.090
C -6.781 -3.410 1.539 -0.099
C -6.125 -2.565 2.417 -0.078
C -4.839 -2.130 2.155 -0.012
C 0.448 -1.180 1.456 0.011
C 1.682 -0.972 0.866 -0.055
H 2.850 2.655 2.896 0.076
H 1.180 2.785 2.328 0.085
H 2.270 1.614 1.594 0.037
H 2.607 4.655 1.518 0.120
H 3.670 3.509 0.687 0.112
H 2.855 5.290 -1.041 0.114
H 1.307 5.795 -0.340 0.117
H 0.304 5.354 -2.426 0.105
H 1.832 4.721 -3.037 0.106
H 0.608 2.668 -2.969 0.110
H -0.386 3.233 -1.615 0.117
H 1.147 1.798 -0.477 0.128
H 3.561 3.060 -1.830 0.130
H 2.703 1.740 -2.640 0.114
H 3.886 1.386 0.005 0.094
H 0.712 -0.548 -2.337 0.117
H -1.516 -0.918 -1.300 0.118
H -2.561 -2.517 -0.220 0.134
H -4.356 -3.725 -0.792 0.109
H -6.642 -4.485 -0.309 0.103
H -7.785 -3.745 1.751 0.099
H -6.619 -2.237 3.320 0.105
H -4.331 -1.474 2.841 0.099
H 0.359 -1.343 2.519 0.126
H 2.597 -1.000 1.437 0.119
```

* E_LUMO: -0.003 eV
* total energy: -1565.30158 Ha
* charge: 0
* gap between HOMO and LUMO: 8.50 eV
* HOMO: -8.502 eV
* energy relative to the best compared isomer or geometry (same formula, charge and spin): 50.2 kcal per mole

---

[2]
Below is one molecule with the formula C5H9N3 at a distorted geometry, with properties calculated with the ωB97M-V functional and the def2-TZVPD basis.

XYZ file:
```
17
Properties=species:S:1:pos:R:3:lowdin_charge:R:1
C -2.135 -1.124 -0.296 -0.061
C -1.367 0.218 -0.468 -0.383
N -1.930 1.100 0.576 -0.021
C 0.093 0.168 -0.150 -0.173
C 1.186 1.126 -0.254 -0.107
N 2.280 0.451 -0.181 -0.014
N 2.017 -0.777 0.170 -0.049
C 0.732 -0.957 0.356 -0.095
H -3.097 -1.068 -0.806 0.075
H -1.578 -1.983 -0.675 0.069
H -2.308 -1.305 0.764 0.071
H -1.719 0.739 -1.360 0.131
H -2.000 0.670 1.482 0.050
H -1.510 2.071 0.736 0.105
H 1.418 2.166 -0.464 0.107
H 2.781 -1.411 0.449 0.172
H 0.395 -1.882 0.787 0.121
```

* E_LUMO: 0.930 eV
* total energy: -360.12498 Ha
* charge: 0
* gap between HOMO and LUMO: 9.05 eV
* HOMO: -8.123 eV
* energy relative to the best compared isomer or geometry (same formula, charge and spin): 45.4 kcal per mole

---

[3]
Below is one molecule with the formula C7H14N2O, with properties calculated with the ωB97M-V functional and the def2-TZVPD basis.

XYZ file:
```
24
Properties=species:S:1:pos:R:3:lowdin_charge:R:1
C -2.604 -0.568 0.151 -0.109
C -1.510 -1.647 0.260 -0.242
C -0.522 -1.482 1.419 -0.219
N 0.696 -0.708 1.117 -0.009
C 0.598 0.373 0.163 -0.296
C 1.119 0.118 -1.258 -0.120
C 1.304 1.564 -1.710 -0.188
N 1.976 2.213 -0.563 0.060
C 1.542 1.510 0.582 -0.433
O 1.885 1.748 1.707 0.102
H -2.361 0.193 -0.597 0.059
H -2.734 -0.047 1.106 0.072
H -3.564 -1.004 -0.139 0.067
H -0.969 -1.730 -0.687 0.091
H -2.000 -2.616 0.407 0.102
H -1.059 -1.047 2.277 0.112
H -0.196 -2.479 1.735 0.106
H 1.045 -0.303 1.982 0.101
H -0.395 0.854 0.120 0.145
H 0.487 -0.513 -1.885 0.106
H 2.115 -0.332 -1.143 0.127
H 0.319 2.037 -1.800 0.115
H 1.838 1.733 -2.646 0.117
H 2.988 2.134 -0.597 0.136
```

* E_LUMO: 0.920 eV
* total energy: -459.86742 Ha
* charge: 0
* gap between HOMO and LUMO: 9.83 eV
* HOMO: -8.912 eV
* energy relative to the best compared isomer or geometry (same formula, charge and spin): 7.2 kcal per mole

---

[4]
Below is a 2-piece molecular cluster, C27H32F7N4O4S3 overall at a distorted geometry, with properties calculated with the ωB97M-V functional and the def2-TZVPD basis.

XYZ file:
```
77
Properties=species:S:1:pos:R:3:lowdin_charge:R:1
N -0.596 5.463 1.157 0.013
C -0.827 4.148 0.384 -0.191
N 0.389 3.247 0.402 -0.033
C 1.486 2.992 -0.612 0.136
N 2.581 1.995 -0.182 -0.054
C 3.797 1.503 -0.943 -0.138
C 4.169 -0.076 -0.707 -0.215
C 4.118 -0.985 -2.109 -0.478
S 4.443 -2.827 -1.722 0.811
C 2.824 -3.695 -1.302 -0.935
S 1.371 -2.812 -1.392 0.625
N 2.783 -5.153 -0.902 -0.169
C 1.544 -5.867 -1.394 -0.175
C 0.460 -6.678 -0.429 -0.002
C -0.893 -7.452 -1.015 -0.054
C -1.210 -7.450 -2.650 -0.072
C -0.145 -6.665 -3.617 -0.073
C 1.191 -5.904 -3.029 -0.025
C 3.027 -5.357 0.583 -0.175
C 2.201 -4.475 1.736 -0.013
C 2.432 -4.692 3.362 -0.061
C 3.537 -5.814 3.901 -0.056
C 4.367 -6.718 2.769 -0.047
C 4.128 -6.472 1.133 0.020
C 2.198 1.543 1.225 0.126
C 0.791 2.335 1.543 -0.172
S -0.049 2.000 3.181 0.894
O -0.581 3.313 3.878 -0.327
O 1.078 1.459 4.145 -0.324
C -1.369 0.648 3.124 -0.217
F -2.774 1.203 3.075 0.019
F -1.290 -0.026 4.475 0.024
C -1.088 -0.530 2.023 -0.114
F -1.987 -1.672 2.320 0.070
F 0.331 -1.019 2.144 0.017
C -1.306 -0.107 0.459 -0.136
F -0.060 -0.059 -0.353 0.002
F -2.020 1.170 0.236 0.042
F -2.172 -1.180 -0.157 0.045
H -1.316 5.479 1.940 0.093
H 0.323 5.392 1.685 0.092
H -1.696 3.598 0.988 0.141
H -1.251 4.341 -0.705 0.155
H 1.442 3.542 -1.648 0.181
H 4.732 2.187 -0.664 0.158
H 3.584 1.627 -2.111 0.153
H 5.297 -0.173 -0.335 0.134
H 3.480 -0.641 0.052 0.099
H 5.021 -0.635 -2.772 0.098
H 3.122 -0.833 -2.710 0.076
H 0.609 -6.742 0.737 0.082
H -1.651 -7.989 -0.266 0.092
H -2.195 -8.000 -3.007 0.088
H -0.365 -6.655 -4.783 0.090
H 1.875 -5.360 -3.840 0.098
H 1.400 -3.659 1.396 0.063
H 1.845 -4.056 4.163 0.083
H 3.717 -5.954 5.062 0.089
H 5.120 -7.512 3.190 0.083
H 4.742 -7.095 0.335 0.101
H 2.807 0.793 1.893 0.169
C -3.320 7.166 -0.660 -0.103
O -3.451 5.816 -1.101 -0.227
C -4.572 5.157 -0.502 -0.196
C -5.756 5.082 -1.471 -0.191
O -6.291 6.380 -1.739 -0.190
C -5.869 6.890 -2.998 -0.106
H -2.604 7.669 -1.313 0.092
H -4.272 7.702 -0.704 0.089
H -2.933 7.182 0.363 0.075
H -4.861 5.648 0.435 0.129
H -4.250 4.138 -0.261 0.110
H -6.556 4.499 -1.002 0.127
H -5.473 4.576 -2.401 0.126
H -6.403 6.372 -3.801 0.090
H -4.790 6.779 -3.141 0.081
H -6.117 7.954 -3.039 0.093
```

* E_LUMO: -5.028 eV
* total energy: -3460.23993 Ha
* charge: +1
* gap between HOMO and LUMO: 4.74 eV
* HOMO: -9.764 eV

---

[5]
Below is C4H6N2O2 as an isolated structure at a distorted geometry, with properties calculated with the ωB97M-V functional and the def2-TZVPD basis.

XYZ file:
```
14
Properties=species:S:1:pos:R:3:lowdin_charge:R:1
C -0.242 0.141 1.412 -0.287
C 1.166 -0.239 0.890 -0.117
C 0.917 -0.011 -1.271 -0.183
C -0.174 -1.017 0.543 -0.216
H -0.471 2.409 1.402 0.251
H -0.316 -0.119 2.480 0.137
H 1.910 -0.718 1.626 0.148
H 1.008 0.419 -2.363 0.166
H -1.852 -0.592 -2.142 0.120
H -1.053 -1.984 0.763 0.217
N 1.750 0.277 -0.396 0.083
N -0.271 -0.608 -0.781 -0.174
O -0.967 1.374 0.967 -0.137
O -1.480 -0.167 -1.339 -0.008
```

* E_LUMO: 0.612 eV
* total energy: -415.77006 Ha
* charge: 0
* gap between HOMO and LUMO: 8.93 eV
* HOMO: -8.320 eV
* energy relative to the best compared isomer or geometry (same formula, charge and spin): 169.8 kcal per mole